(1)
{"formula": "C34H44N9O10P2S2Y", "method": "the ωB97M-V functional and the def2-TZVPD basis", "charge": 2, "homo_lumo_gap_ev": 7.72, "e_lumo_ev": -5.25, "species": ["Y", "S", "C", "N", "C", "C", "N", "C", "C", "C", "C", "C", "C", "C", "C", "S", "C", "C", "C", "C", "C", "C", "C", "H", "H", "H", "H", "H", "H", "H", "H", "H", "H", "H", "H", "H", "H", "H", "H", "H", "H", "N", "C", "C", "P", "O", "O", "O", "P", "O", "O", "O", "H", "H", "H", "H", "H", "H", "H", "H", "C", "O", "C", "O", "N", "N", "H", "H", "H", "H", "H", "H", "N", "C", "O", "C", "C", "C", "C", "N", "C", "H", "H", "H", "H", "H", "H", "N", "C", "O", "C", "C", "C", "C", "N", "C", "H", "H", "H", "H", "H", "H"], "coordinates": [[-1.44, 0.90, -0.21], [-0.33, -1.52, -1.36], [0.66, -2.09, -0.15], [1.08, -3.34, -0.06], [1.82, -3.80, 1.12], [1.29, -3.04, 2.30], [1.51, -1.61, 2.06], [2.10, -0.83, 3.16], [3.51, -1.28, 3.44], [3.81, -2.01, 4.58], [5.11, -2.45, 4.82], [6.11, -2.15, 3.90], [5.82, -1.42, 2.76], [4.52, -0.98, 2.53], [1.20, -1.12, 0.89], [1.45, 0.48, 0.42], [0.98, -4.30, -1.18], [2.29, -4.41, -1.92], [3.05, -5.57, -1.84], [4.26, -5.67, -2.50], [4.73, -4.60, -3.24], [3.99, -3.42, -3.32], [2.77, -3.33, -2.66], [2.89, -3.64, 0.99], [1.64, -4.86, 1.24], [1.83, -3.32, 3.21], [0.22, -3.23, 2.44], [1.46, -0.97, 4.04], [2.07, 0.22, 2.86], [3.03, -2.24, 5.31], [5.34, -3.01, 5.71], [7.13, -2.48, 4.09], [6.60, -1.18, 2.05], [4.29, -0.40, 1.64], [0.17, -3.98, -1.82], [0.72, -5.27, -0.75], [2.68, -6.42, -1.26], [4.84, -6.58, -2.44], [5.68, -4.67, -3.76], [4.35, -2.58, -3.90], [2.19, -2.42, -2.73], [-5.26, 0.32, 2.01], [-4.10, -0.67, 2.09], [-4.38, -1.73, 3.14], [-4.00, -1.39, 0.29], [-2.94, -3.60, 1.10], [-3.37, -0.17, -0.44], [-2.62, -2.32, 0.54], [-2.64, 0.43, 2.40], [-2.70, 0.74, 3.97], [-3.01, 1.68, 1.64], [-1.31, -0.13, 1.98], [-6.01, -0.02, 1.42], [-4.86, 1.19, 1.62], [-5.64, 0.53, 2.93], [-5.25, -2.34, 2.86], [-4.58, -1.28, 4.12], [-3.53, -2.40, 3.22], [-3.15, -4.13, 0.32], [-2.26, 0.09, 4.53], [-4.23, 4.70, -1.97], [-2.90, 4.52, -2.51], [-2.16, 3.58, -1.99], [-2.54, 2.79, -1.13], [-0.91, 3.59, -2.49], [0.05, 2.73, -1.94], [-4.55, 5.67, -2.32], [-4.20, 4.67, -0.89], [-4.89, 3.91, -2.35], [-0.65, 4.32, -3.14], [0.73, 3.27, -1.41], [0.54, 2.27, -2.70], [0.20, 7.64, 1.41], [-0.51, 6.60, 0.93], [-1.28, 6.68, -0.01], [-0.28, 5.27, 1.59], [0.09, 5.06, 2.91], [0.22, 3.75, 3.35], [-0.04, 2.71, 2.48], [-0.43, 2.90, 1.21], [-0.54, 4.16, 0.80], [0.07, 8.55, 0.99], [0.88, 7.55, 2.14], [0.26, 5.89, 3.59], [0.50, 3.53, 4.37], [0.06, 1.68, 2.80], [-0.88, 4.35, -0.20], [0.91, -0.63, -6.00], [0.24, 0.55, -5.99], [0.60, 1.54, -6.59], [-0.96, 0.61, -5.09], [-2.21, 0.95, -5.59], [-3.27, 1.06, -4.70], [-3.02, 0.90, -3.34], [-1.81, 0.63, -2.85], [-0.82, 0.45, -3.72], [1.70, -0.73, -6.62], [0.51, -1.46, -5.59], [-2.35, 1.12, -6.65], [-4.27, 1.29, -5.04], [-3.82, 0.99, -2.62], [0.15, 0.20, -3.31]]}

***

(2)
{"formula": "C34H45FGe2IrN2", "method": "the ωB97M-V functional and the def2-TZVPD basis", "charge": 0, "homo_lumo_gap_ev": [7.33, 7.55], "e_lumo_ev": [0.04, -0.41], "multiplicity": 2, "species": ["Ir", "C", "C", "C", "C", "N", "N", "H", "H", "H", "H", "H", "H", "H", "H", "H", "H", "H", "H", "F", "C", "C", "C", "C", "C", "C", "C", "H", "H", "H", "H", "H", "H", "C", "Ge", "C", "C", "C", "H", "H", "H", "H", "H", "H", "H", "H", "H", "H", "H", "C", "Ge", "C", "C", "C", "C", "C", "C", "C", "C", "C", "C", "C", "C", "C", "C", "C", "C", "C", "C", "H", "H", "H", "H", "H", "H", "H", "H", "H", "H", "H", "H", "H", "H", "H", "H"], "coordinates": [[-0.80, -1.20, 0.69], [-3.40, -5.45, -0.02], [-2.27, -5.52, 1.01], [-1.38, -6.72, 0.72], [-2.85, -5.63, 2.42], [-1.36, -4.35, 0.96], [-2.00, -3.08, 1.10], [-3.95, -6.39, -0.05], [-2.99, -5.27, -1.02], [-4.13, -4.67, 0.20], [-1.95, -7.65, 0.83], [-0.54, -6.75, 1.41], [-0.99, -6.68, -0.30], [-3.43, -6.54, 2.52], [-3.52, -4.80, 2.65], [-2.05, -5.64, 3.16], [-0.88, -4.35, 0.07], [-2.21, -2.97, 2.08], [-2.89, -3.05, 0.59], [3.31, -0.77, -5.11], [2.55, -1.14, -4.06], [3.17, -1.65, -2.93], [2.37, -2.02, -1.85], [0.99, -1.88, -1.89], [0.13, -2.40, -0.78], [0.41, -1.35, -3.05], [1.18, -0.99, -4.14], [4.24, -1.76, -2.91], [2.84, -2.44, -0.97], [0.67, -3.16, -0.21], [-0.74, -2.89, -1.24], [-0.66, -1.23, -3.09], [0.74, -0.58, -5.03], [-1.97, 1.02, 5.16], [-1.33, 0.95, 3.29], [-2.95, 1.36, 2.25], [0.35, 1.95, 3.30], [-1.06, -0.92, 2.77], [-2.10, 2.05, 5.48], [-1.26, 0.55, 5.84], [-2.93, 0.50, 5.26], [-3.14, 2.34, 1.84], [-3.76, 1.12, 2.93], [-3.00, 0.64, 1.43], [0.20, 3.03, 3.36], [0.99, 1.73, 2.45], [0.86, 1.62, 4.21], [-2.01, -1.37, 3.08], [-0.26, -1.45, 3.28], [0.35, 0.20, 0.31], [0.75, 1.98, -0.46], [2.69, 2.06, -0.19], [3.51, 1.14, -0.85], [4.88, 1.12, -0.63], [5.46, 2.00, 0.27], [4.65, 2.91, 0.94], [3.28, 2.94, 0.72], [0.34, 1.96, -2.37], [-1.00, 1.92, -2.76], [-1.35, 2.04, -4.10], [-0.36, 2.23, -5.06], [0.97, 2.29, -4.68], [1.32, 2.15, -3.34], [0.11, 3.74, 0.12], [-1.01, 4.05, 0.87], [-1.36, 5.37, 1.12], [-0.59, 6.41, 0.61], [0.53, 6.11, -0.15], [0.87, 4.79, -0.40], [1.39, -0.13, 0.50], [3.08, 0.44, -1.55], [5.50, 0.40, -1.16], [6.52, 1.98, 0.44], [5.09, 3.60, 1.65], [2.67, 3.65, 1.26], [-1.78, 1.78, -2.02], [-2.39, 2.00, -4.39], [-0.63, 2.33, -6.10], [1.74, 2.43, -5.42], [2.36, 2.20, -3.06], [-1.63, 3.27, 1.28], [-2.24, 5.59, 1.71], [-0.85, 7.44, 0.81], [1.14, 6.91, -0.56], [1.74, 4.58, -1.02]]}

***

(3)
{"formula": "C34H45N4OSi", "method": "the ωB97M-V functional and the def2-TZVPD basis", "charge": 1, "homo_lumo_gap_ev": 7.29, "e_lumo_ev": -2.35, "species": ["C", "Si", "C", "C", "O", "C", "C", "C", "C", "C", "C", "C", "C", "C", "C", "C", "C", "C", "C", "C", "C", "C", "N", "C", "C", "C", "C", "C", "C", "C", "C", "C", "H", "H", "H", "H", "H", "H", "H", "H", "H", "H", "H", "H", "H", "H", "H", "H", "H", "H", "H", "H", "H", "H", "H", "H", "H", "H", "H", "H", "H", "H", "H", "H", "H", "H", "C", "N", "C", "C", "N", "C", "C", "N", "H", "H", "H", "H", "H", "H", "H", "H", "H", "H", "H"], "coordinates": [[-2.28, -2.67, -4.29], [-3.20, -1.12, -3.84], [-3.98, -0.29, -5.32], [-4.45, -1.43, -2.50], [-2.07, -0.05, -3.30], [-1.62, 0.39, -2.03], [-2.58, 1.46, -1.46], [-3.45, 2.13, -2.32], [-4.33, 3.09, -1.82], [-4.31, 3.42, -0.46], [-3.41, 2.79, 0.39], [-2.54, 1.81, -0.11], [-1.33, -0.82, -1.13], [-2.12, -1.12, -0.02], [-1.72, -2.15, 0.84], [-0.64, -2.95, 0.52], [0.04, -2.77, -0.69], [-0.34, -1.73, -1.54], [-0.26, 1.11, -2.31], [-0.42, 2.38, -3.20], [-0.32, 3.57, -2.28], [0.32, 3.06, -0.98], [0.36, 1.62, -1.09], [1.01, 0.93, -0.14], [1.54, 1.58, 0.99], [2.13, 0.75, 2.05], [2.43, 1.57, 3.31], [3.65, 1.42, 3.99], [3.89, 2.03, 5.23], [2.94, 2.91, 5.78], [1.78, 3.19, 5.05], [1.57, 2.57, 3.82], [-3.00, -3.43, -4.63], [-1.56, -2.47, -5.10], [-1.73, -3.07, -3.43], [-4.70, -0.98, -5.79], [-4.51, 0.63, -5.04], [-3.21, -0.03, -6.07], [-5.31, -1.96, -2.96], [-4.03, -2.06, -1.71], [-4.81, -0.50, -2.05], [-3.46, 1.90, -3.40], [-5.03, 3.57, -2.51], [-5.00, 4.16, -0.07], [-3.37, 3.04, 1.45], [-1.85, 1.29, 0.57], [-3.04, -0.55, 0.17], [-2.28, -2.29, 1.77], [-0.32, -3.74, 1.21], [0.82, -3.46, -1.01], [0.11, -1.61, -2.54], [0.44, 0.39, -2.80], [0.44, 2.37, -3.89], [-1.31, 2.34, -3.82], [0.27, 4.40, -2.68], [-1.31, 3.98, -2.01], [1.34, 3.47, -0.86], [-0.25, 3.39, -0.09], [1.09, -0.16, -0.17], [1.35, 2.66, 1.16], [1.24, -0.41, 1.95], [4.46, 0.77, 3.57], [4.78, 1.81, 5.82], [3.11, 3.36, 6.76], [1.03, 3.87, 5.51], [0.62, 2.87, 3.33], [2.32, -1.79, 4.19], [2.80, -2.48, 3.03], [3.42, -3.83, 3.11], [3.87, -4.10, 1.70], [3.68, -2.77, 1.01], [3.87, -2.63, -0.42], [3.16, -1.86, 1.90], [2.96, -0.37, 1.75], [1.35, -1.25, 3.95], [2.11, -2.58, 4.92], [3.09, -1.09, 4.57], [4.31, -3.79, 3.76], [2.69, -4.57, 3.46], [4.94, -4.36, 1.67], [3.25, -4.88, 1.22], [3.77, -1.56, -0.75], [4.86, -3.01, -0.69], [3.13, -3.22, -0.98], [3.12, -0.13, 0.79]]}